Record 1
{
  "formula": "C21H23BF2IrN7OS2",
  "method": "wB97M-V/def2-TZVPD",
  "energy_ha": -2397.7103,
  "max_force_ev_per_a": 2.4,
  "e_homo_ev": [-10.770, -10.780],
  "charge": 1,
  "s_squared": 0.766,
  "multiplicity": 2,
  "elements": ["Ir", "O", "C", "N", "C", "C", "C", "C", "C", "C", "N", "C", "C", "C", "C", "C", "N", "H", "H", "H", "H", "H", "H", "H", "H", "H", "H", "C", "N", "C", "C", "N", "B", "N", "C", "C", "N", "C", "C", "S", "C", "S", "H", "H", "H", "H", "H", "H", "H", "H", "H", "H", "H", "H", "F", "C", "F", "H"],
  "positions_angstrom": [[-0.130, 0.691, 0.676], [-4.152, 1.978, 1.045], [-2.995, 1.800, 0.702], [-2.090, 1.104, 1.395], [-2.534, 0.576, 2.658], [-1.511, -0.319, 3.242], [-1.602, -0.774, 4.552], [-0.685, -1.700, 5.009], [0.274, -2.186, 4.128], [0.309, -1.675, 2.850], [-0.537, -0.730, 2.430], [-2.456, 2.381, -0.560], [-3.191, 3.346, -1.227], [-2.652, 3.928, -2.361], [-1.395, 3.517, -2.784], [-0.745, 2.522, -2.077], [-1.268, 1.961, -0.987], [-3.461, 0.006, 2.513], [-2.784, 1.389, 3.349], [-2.387, -0.404, 5.194], [-0.725, -2.057, 6.029], [0.983, -2.941, 4.434], [1.016, -2.044, 2.123], [-4.160, 3.613, -0.830], [-3.193, 4.697, -2.895], [-0.922, 3.959, -3.648], [0.227, 2.166, -2.391], [4.230, -2.324, 2.006], [3.733, -1.989, 0.687], [3.985, -2.663, -0.484], [3.334, -2.000, -1.466], [2.682, -0.928, -0.906], [1.924, 0.178, -1.669], [0.882, -0.448, -2.608], [0.729, -0.238, -3.960], [-0.428, -0.821, -4.351], [-0.992, -1.388, -3.230], [-2.235, -2.124, -3.136], [-0.187, -1.137, -2.175], [-0.524, -1.594, -0.568], [2.926, -0.939, 0.408], [2.355, 0.138, 1.609], [5.058, -3.022, 1.912], [3.445, -2.784, 2.608], [4.568, -1.422, 2.511], [4.593, -3.549, -0.525], [3.284, -2.212, -2.519], [2.676, 0.880, -2.267], [1.261, 0.803, -0.809], [1.453, 0.314, -4.532], [-0.883, -0.875, -5.323], [-2.686, -2.207, -4.121], [-2.919, -1.612, -2.460], [-2.046, -3.120, -2.739], [1.725, 3.138, 0.807], [0.498, 2.797, 1.222], [0.532, 2.768, 2.583], [-0.208, 3.577, 0.926]],
  "atomic_forces_ev_per_a": [[-1.687, 1.030, -0.702], [-0.029, 0.045, 0.069], [0.091, -0.008, -0.056], [1.975, -0.251, -0.439], [-0.232, 0.181, 0.166], [-0.239, 0.026, 0.194], [0.060, -0.178, -0.025], [0.006, 0.053, -0.086], [-0.218, 0.030, -0.018], [0.214, -0.478, -0.050], [0.862, 1.058, -0.631], [-0.455, 0.127, -0.054], [0.100, -0.083, -0.170], [0.052, -0.033, 0.115], [-0.159, -0.093, 0.019], [0.454, -0.076, -0.275], [1.290, -0.560, 1.031], [0.027, 0.023, 0.054], [0.008, -0.037, 0.000], [-0.033, 0.044, -0.034], [-0.007, 0.011, 0.017], [0.007, -0.034, -0.069], [0.002, 0.109, 0.023], [0.004, -0.018, 0.042], [0.013, 0.022, -0.016], [0.034, -0.058, -0.021], [0.004, 0.039, 0.092], [-0.020, -0.041, 0.251], [-0.263, 0.213, -0.179], [0.021, -0.048, -0.298], [0.125, -0.250, -0.083], [0.140, 0.107, 0.264], [-0.136, -0.495, 0.046], [-0.279, -0.017, -0.014], [-0.051, 0.030, -0.259], [0.194, 0.088, -0.226], [0.385, 0.155, 0.280], [-0.253, -0.138, 0.053], [-0.138, 0.038, -0.065], [-0.228, 0.256, 0.764], [0.008, -0.211, 0.027], [-0.894, 0.960, -0.330], [0.004, 0.027, -0.061], [0.007, 0.001, -0.026], [0.057, -0.040, -0.022], [0.057, 0.011, 0.047], [-0.010, 0.015, -0.028], [-0.050, 0.301, -0.060], [0.009, 0.274, 0.274], [0.029, -0.008, -0.012], [-0.044, -0.074, 0.002], [0.065, 0.049, -0.039], [0.020, 0.008, -0.030], [-0.007, 0.013, -0.039], [-0.020, -0.184, -0.410], [-0.817, -2.047, 0.975], [0.049, 0.319, 0.251], [-0.100, -0.200, -0.231]]
}

Record 2
{
  "formula": "C21H23BN8OS2SbSe4Tc",
  "method": "wB97M-V/def2-TZVPD",
  "energy_ha": -12074.8978,
  "max_force_ev_per_a": 1.9,
  "e_homo_ev": [-13.109, -13.112],
  "charge": 2,
  "multiplicity": 1,
  "elements": ["Tc", "Se", "Sb", "Se", "Se", "Se", "C", "N", "C", "C", "N", "B", "N", "C", "C", "N", "C", "C", "S", "C", "S", "H", "H", "H", "H", "H", "H", "H", "H", "H", "H", "H", "H", "N", "C", "C", "C", "C", "C", "C", "C", "C", "C", "H", "H", "H", "H", "C", "N", "C", "C", "O", "N", "C", "N", "H", "H", "H", "H", "H", "H", "H"],
  "positions_angstrom": [[-0.384, 0.937, -0.675], [-2.811, 3.692, -0.965], [-1.365, 5.407, -0.330], [-2.417, 3.292, 2.660], [-0.687, 1.918, -2.595], [-1.157, 5.113, 2.323], [0.898, -0.478, 3.079], [-0.544, -0.659, 3.099], [-1.185, -1.760, 3.599], [-2.511, -1.577, 3.373], [-2.675, -0.385, 2.725], [-4.077, 0.229, 2.404], [-4.294, 0.459, 0.859], [-5.502, 0.986, 0.484], [-5.559, 1.009, -0.869], [-4.375, 0.499, -1.317], [-4.059, 0.247, -2.713], [-3.611, 0.179, -0.251], [-2.074, -0.637, -0.486], [-1.470, 0.158, 2.565], [-1.048, 1.640, 1.745], [1.321, -0.986, 3.942], [1.127, 0.585, 3.139], [1.318, -0.901, 2.165], [-0.655, -2.560, 4.078], [-3.351, -2.193, 3.627], [-4.166, 1.291, 2.949], [-4.897, -0.554, 2.780], [-6.226, 1.291, 1.214], [-6.336, 1.327, -1.537], [-4.738, 0.831, -3.326], [-4.177, -0.811, -2.941], [-3.032, 0.547, -2.921], [4.472, -7.015, -4.255], [3.943, -6.090, -3.838], [3.276, -4.932, -3.310], [2.100, -4.478, -3.905], [1.444, -3.386, -3.376], [1.966, -2.725, -2.260], [3.154, -3.178, -1.681], [3.804, -4.281, -2.198], [1.270, -1.594, -1.731], [0.644, -0.631, -1.319], [1.705, -4.990, -4.770], [0.527, -3.031, -3.823], [3.561, -2.680, -0.812], [4.716, -4.645, -1.747], [4.881, 2.439, 0.953], [3.468, 2.543, 0.630], [2.715, 3.777, 0.602], [1.361, 3.282, 0.159], [0.376, 3.968, -0.049], [1.401, 1.919, -0.003], [2.691, 1.539, 0.246], [3.114, 0.290, 0.150], [5.221, 3.404, 1.318], [5.468, 2.176, 0.072], [5.040, 1.703, 1.742], [3.121, 4.491, -0.118], [2.657, 4.258, 1.581], [2.522, -0.366, -0.365], [4.100, 0.095, 0.219]],
  "atomic_forces_ev_per_a": [[-0.650, 0.359, -1.773], [-0.393, -0.284, -0.044], [-0.080, 0.502, 0.200], [-0.245, -0.437, -0.150], [0.246, -0.572, 1.179], [0.065, 0.273, -0.009], [0.122, 0.047, 0.010], [-0.031, 0.007, -0.085], [-0.105, -0.029, 0.013], [0.128, -0.009, -0.034], [0.078, 0.081, -0.112], [0.079, -0.017, -0.046], [0.110, -0.045, 0.072], [-0.039, 0.082, -0.152], [-0.073, 0.040, 0.172], [0.059, 0.020, 0.005], [0.094, -0.045, -0.108], [0.101, -0.081, 0.041], [0.271, 0.062, -0.075], [-0.057, 0.101, 0.163], [0.034, 0.208, 0.326], [0.000, 0.021, -0.026], [-0.002, -0.062, 0.016], [-0.012, 0.018, 0.031], [0.065, -0.086, 0.040], [-0.113, -0.061, 0.041], [-0.041, 0.090, 0.035], [-0.013, -0.015, 0.025], [-0.093, 0.041, 0.087], [-0.075, 0.043, -0.075], [0.002, 0.008, -0.020], [0.004, 0.026, -0.006], [-0.076, -0.022, -0.002], [0.210, -0.352, -0.156], [-0.169, 0.317, 0.113], [-0.037, 0.018, 0.013], [0.049, -0.032, 0.021], [0.033, 0.027, 0.039], [-0.062, -0.062, -0.021], [-0.023, -0.001, -0.038], [-0.007, -0.008, -0.003], [-0.084, 0.144, 0.113], [0.173, -0.010, 0.205], [-0.013, -0.027, -0.024], [-0.048, 0.001, -0.016], [0.004, 0.011, 0.035], [0.022, -0.014, 0.007], [0.116, 0.005, -0.003], [-0.108, -0.037, -0.012], [-0.057, 0.037, -0.048], [0.557, -0.660, 0.032], [0.227, -0.126, -0.086], [-0.229, 0.551, 0.052], [0.259, -0.161, 0.075], [-0.107, 0.106, -0.103], [0.017, -0.014, 0.001], [0.000, 0.010, 0.008], [0.007, 0.002, 0.009], [-0.011, 0.018, -0.011], [-0.047, 0.002, 0.021], [-0.048, -0.013, 0.018], [0.014, -0.001, 0.018]]
}

Record 3
{
  "formula": "C21H23CaN7O4S",
  "method": "wB97M-V/def2-TZVPD",
  "energy_ha": -2574.2752,
  "max_force_ev_per_a": 1.7,
  "e_homo_ev": -8.566,
  "multiplicity": 1,
  "elements": ["Ca", "O", "C", "N", "C", "O", "C", "C", "C", "C", "C", "N", "C", "C", "C", "C", "C", "N", "H", "H", "H", "H", "H", "H", "H", "H", "S", "C", "N", "O", "C", "C", "C", "C", "O", "N", "H", "H", "H", "H", "N", "C", "C", "N", "C", "C", "H", "H", "H", "H", "H", "H", "H", "H", "H", "H", "H"],
  "positions_angstrom": [[-0.460, 0.025, 0.870], [-4.328, 1.525, -0.118], [-3.173, 1.405, 0.231], [-2.611, 0.500, 1.086], [-3.359, -0.473, 1.699], [-4.553, -0.667, 1.645], [-2.524, -1.400, 2.608], [-3.166, -2.490, 3.169], [-2.464, -3.311, 4.030], [-1.142, -3.007, 4.315], [-0.573, -1.908, 3.705], [-1.236, -1.111, 2.860], [-2.154, 2.423, -0.319], [-2.555, 3.205, -1.394], [-1.705, 4.189, -1.853], [-0.491, 4.379, -1.202], [-0.171, 3.544, -0.153], [-0.966, 2.557, 0.282], [-4.203, -2.653, 2.914], [-2.939, -4.175, 4.476], [-0.552, -3.613, 4.988], [0.465, -1.658, 3.881], [-3.527, 3.018, -1.826], [-1.982, 4.809, -2.695], [0.197, 5.158, -1.502], [0.768, 3.670, 0.376], [4.713, -2.114, 0.895], [3.133, -1.836, 1.469], [2.078, -1.615, 1.876], [-0.749, 0.410, -2.729], [-1.022, -0.705, -2.302], [-1.672, -1.810, -3.126], [-1.712, -2.998, -2.173], [-1.185, -2.423, -0.867], [-1.131, -3.015, 0.200], [-0.759, -1.128, -1.029], [-1.083, -1.975, -4.028], [-2.659, -1.472, -3.443], [-1.060, -3.819, -2.475], [-2.705, -3.416, -2.011], [4.515, 0.705, -0.940], [4.008, 1.844, -0.173], [2.727, 1.429, 0.529], [1.701, 0.888, -0.378], [2.250, -0.103, -1.323], [3.544, 0.342, -1.976], [4.753, -0.908, 0.245], [5.402, 0.947, -1.366], [3.802, 2.704, -0.830], [4.756, 2.149, 0.560], [2.302, 2.274, 1.075], [2.963, 0.661, 1.266], [1.303, 1.645, -0.930], [1.490, -0.281, -2.079], [2.404, -1.039, -0.785], [3.343, 1.190, -2.647], [3.951, -0.472, -2.578]],
  "atomic_forces_ev_per_a": [[1.595, 0.362, 0.450], [-0.033, 0.017, -0.132], [0.088, -0.059, 0.259], [-0.716, -0.012, 0.060], [0.119, 0.241, 0.088], [-0.080, -0.091, -0.038], [-0.055, 0.313, -0.074], [-0.052, -0.004, 0.025], [-0.033, -0.051, 0.021], [0.021, 0.000, 0.027], [0.017, 0.102, -0.093], [-0.345, -0.311, 0.133], [-0.247, -0.253, 0.255], [0.046, 0.085, 0.022], [0.023, 0.025, -0.032], [-0.025, 0.028, -0.020], [-0.003, -0.123, 0.085], [-0.094, -0.076, -0.233], [0.005, -0.013, 0.009], [0.000, 0.005, -0.001], [-0.012, -0.006, 0.000], [0.001, 0.001, -0.010], [-0.001, 0.008, 0.006], [0.008, 0.001, 0.003], [-0.006, 0.001, -0.009], [0.003, 0.000, -0.011], [-0.353, -0.128, 0.234], [0.387, -0.101, 0.043], [-0.134, 0.127, -0.152], [0.045, 0.041, 0.030], [0.130, -0.034, 0.141], [-0.031, 0.016, -0.038], [-0.033, -0.053, 0.009], [0.109, 0.230, 0.010], [0.012, 0.027, 0.047], [-0.339, -0.569, -0.959], [-0.003, -0.010, 0.000], [-0.005, -0.004, 0.013], [-0.007, -0.004, -0.007], [-0.007, 0.018, 0.000], [0.022, 0.010, 0.079], [0.039, 0.060, -0.047], [-0.142, -0.041, -0.028], [0.185, 0.057, 0.016], [-0.174, -0.003, 0.065], [0.044, -0.035, -0.031], [-0.029, 0.201, -0.233], [0.006, 0.000, 0.000], [0.016, -0.005, 0.008], [-0.011, 0.011, 0.014], [0.023, 0.013, -0.016], [0.018, 0.019, 0.027], [-0.036, -0.018, 0.000], [0.026, 0.001, -0.004], [0.017, -0.017, -0.028], [0.016, 0.002, 0.016], [-0.019, -0.002, 0.001]]
}

Record 4
{
  "formula": "C21H23ClN4O3",
  "method": "wB97M-V/def2-TZVPD",
  "energy_ha": -1718.9130,
  "max_force_ev_per_a": 1.5,
  "e_homo_ev": -8.931,
  "multiplicity": 1,
  "elements": ["C", "H", "H", "H", "C", "C", "N", "O", "C", "C", "H", "H", "N", "C", "O", "C", "H", "H", "C", "C", "N", "N", "C", "O", "C", "C", "C", "C", "C", "C", "C", "H", "H", "Cl", "H", "H", "C", "H", "H", "C", "H", "H", "C", "H", "H", "H", "H", "C", "H", "H", "H", "H"],
  "positions_angstrom": [[-1.997, -0.704, -1.811], [-2.359, -1.707, -2.016], [-1.133, -0.763, -1.154], [-1.693, -0.241, -2.747], [-3.094, 0.132, -1.154], [-3.532, -0.433, 0.164], [-4.357, 0.235, 0.931], [-4.577, -0.509, 2.036], [-3.886, -1.647, 1.940], [-3.198, -1.673, 0.767], [-2.553, -2.436, 0.392], [-3.968, -2.338, 2.755], [-2.659, 1.515, -0.961], [-1.722, 1.743, -0.016], [-1.245, 0.841, 0.651], [-1.285, 3.191, 0.164], [-1.054, 3.629, -0.806], [-2.093, 3.756, 0.632], [-0.028, 3.237, 1.038], [1.014, 2.409, 0.384], [1.408, 2.485, -0.845], [2.292, 1.482, -1.041], [2.391, 0.847, 0.080], [1.613, 1.395, 1.037], [3.131, -0.413, 0.343], [2.099, -1.497, 0.153], [1.898, -2.055, -1.103], [0.920, -3.013, -1.299], [0.133, -3.404, -0.229], [0.304, -2.842, 1.026], [1.285, -1.886, 1.208], [1.407, -1.430, 2.178], [-0.328, -3.142, 1.847], [-1.094, -4.607, -0.471], [0.764, -3.446, -2.274], [2.499, -1.726, -1.936], [4.455, -0.508, -0.441], [4.548, 0.193, -1.266], [4.652, -1.519, -0.790], [5.217, -0.163, 0.847], [6.054, -0.813, 1.092], [5.553, 0.872, 0.870], [3.935, -0.390, 1.660], [3.663, 0.390, 2.368], [3.919, -1.355, 2.163], [-0.230, 2.813, 2.022], [0.318, 4.267, 1.143], [-3.235, 2.563, -1.767], [-2.497, 2.983, -2.457], [-4.057, 2.156, -2.351], [-3.629, 3.364, -1.141], [-3.971, 0.159, -1.811]],
  "atomic_forces_ev_per_a": [[-0.165, 0.079, 0.093], [-0.013, -0.166, -0.060], [0.065, -0.035, 0.025], [0.002, 0.010, -0.094], [0.186, -0.011, -0.044], [-0.499, -0.277, 0.632], [0.154, 0.681, -1.017], [-0.102, -0.416, 0.645], [0.429, -0.119, -0.730], [-0.415, 0.104, 0.485], [0.176, -0.241, -0.058], [-0.057, -0.067, 0.170], [-0.142, -0.285, -0.060], [-0.106, 0.476, -0.215], [0.216, -0.117, 0.229], [0.212, -0.146, 0.249], [-0.103, 0.069, 0.006], [-0.046, 0.058, -0.081], [-0.148, -0.143, 0.018], [0.137, 0.245, -0.436], [-0.999, 0.990, 0.443], [0.945, -1.085, 0.057], [0.335, 0.419, -0.566], [0.085, -0.100, 0.206], [-0.486, -0.102, 0.078], [0.015, -0.248, 0.067], [-0.032, -0.005, 0.166], [-0.063, -0.037, -0.007], [0.156, 0.117, 0.037], [-0.086, -0.072, -0.067], [0.088, -0.013, -0.163], [0.026, 0.050, 0.139], [-0.074, -0.055, 0.057], [-0.130, -0.123, -0.022], [-0.035, -0.068, -0.077], [0.090, 0.024, -0.122], [0.044, 0.124, -0.261], [0.013, -0.052, -0.084], [-0.047, -0.060, -0.011], [0.312, 0.022, 0.069], [0.059, 0.052, 0.012], [0.031, 0.034, 0.005], [-0.023, 0.065, 0.279], [-0.031, -0.040, 0.075], [-0.038, -0.041, 0.005], [0.004, 0.101, -0.029], [-0.016, -0.056, 0.049], [0.050, 0.331, -0.126], [-0.099, 0.042, -0.031], [0.017, 0.016, 0.034], [-0.041, 0.028, -0.073], [0.156, 0.046, 0.104]]
}